ORCA calculation (wB97M-V/def2-TZVPD) on a molecular structure, C19H48AlBN7O15.

Cartesian coordinates (Å):
C -0.666 0.468 5.010
C -1.656 1.152 3.961
N -1.876 0.385 2.715
C -0.617 0.090 1.951
C 0.458 1.255 1.946
Al 1.701 1.255 0.318
C 0.918 2.228 -1.305
C 2.377 -0.649 -0.172
C 3.273 -0.482 -1.470
C 3.440 -1.820 -2.333
C 4.970 -2.174 -2.614
O 5.779 -2.119 -1.411
C 6.522 -3.336 -1.343
B 3.450 2.297 0.905
C 3.778 2.482 2.492
O 4.397 2.833 -0.078
C -2.668 -0.783 2.925
C -3.115 -1.558 1.605
O -3.009 -1.248 4.017
H -0.528 -0.628 4.838
H 0.312 1.035 4.937
H -1.087 0.705 6.037
H -2.666 1.200 4.480
H -1.380 2.231 3.776
H -0.160 -0.906 2.247
H -0.937 -0.051 0.867
H 1.122 1.074 2.853
H 0.009 2.281 2.079
H 0.853 1.515 -2.179
H -0.117 2.612 -1.044
H 1.614 3.068 -1.580
H 1.520 -1.374 -0.281
H 3.073 -1.030 0.647
H 4.305 -0.075 -1.264
H 2.753 0.273 -2.139
H 2.891 -2.682 -1.867
H 2.984 -1.648 -3.359
H 5.343 -1.432 -3.375
H 5.046 -3.205 -3.073
H 7.264 -3.277 -0.494
H 7.126 -3.558 -2.274
H 5.830 -4.220 -1.174
H 4.331 1.594 2.923
H 2.806 2.602 3.046
H 4.386 3.419 2.722
H 5.256 2.397 0.074
H -3.431 -0.768 0.857
H -2.297 -2.198 1.188
H -4.028 -2.144 1.915
C 4.491 -6.863 -2.774
N 4.882 -6.047 -3.953
O 4.265 -5.022 -4.150
O 5.795 -6.470 -4.635
H 3.670 -6.366 -2.264
H 4.185 -7.841 -3.139
H 5.361 -6.938 -2.125
C -3.637 4.079 0.818
N -2.222 4.174 0.376
O -2.008 4.596 -0.746
O -1.381 3.821 1.169
H -4.280 4.425 0.012
H -3.837 3.034 1.051
H -3.749 4.708 1.698
C -4.446 3.390 -3.114
N -5.477 2.573 -2.423
O -6.644 2.807 -2.676
O -5.080 1.725 -1.651
H -4.946 4.101 -3.767
H -3.868 3.907 -2.349
H -3.819 2.712 -3.689
C 4.906 3.512 -3.532
N 3.890 2.749 -4.300
O 2.732 2.894 -3.982
O 4.300 2.031 -5.195
H 4.400 4.102 -2.772
H 5.579 2.791 -3.074
H 5.434 4.155 -4.234
C -3.915 -4.281 4.363
N -3.544 -5.402 3.460
O -3.627 -6.532 3.904
O -3.182 -5.109 2.340
H -4.216 -4.691 5.323
H -3.042 -3.641 4.472
H -4.738 -3.743 3.897
C -8.392 1.728 -0.427
N -9.417 0.908 0.269
O -10.585 1.139 0.019
O -9.014 0.061 1.039
H -8.894 2.437 -1.078
H -7.814 2.247 0.336
H -7.765 1.053 -1.003

## Properties
- E_LUMO: 1.40 eV
- DFT total energy: -2531.33599 Ha
- Energy relative to the best compared isomer or geometry (same formula, charge and spin): 1.9012 eV
- Total charge: -1
- E_HOMO: -3.89 eV

From a Löwdin analysis of the wavefunction, the atomic charges in e read: number 1, C, carries -0.090; number 2, C, carries -0.235; number 3, N, carries -0.100; number 4, C, carries -0.235; number 5, C, carries -0.224; number 6, Al, carries 0.335; number 7, C, carries -0.192; number 8, C, carries -0.244; number 9, C, carries -0.274; number 10, C, carries -0.165; number 11, C, carries -0.225; number 12, O, carries -0.208; number 13, C, carries -0.149; number 14, B, carries -0.406; number 15, C, carries -0.109; number 16, O, carries -0.053; number 17, C, carries -0.451; number 18, C, carries -0.007; number 19, O, carries 0.007; number 20, H, carries 0.073; number 21, H, carries 0.063; number 22, H, carries 0.071; number 23, H, carries 0.108; number 24, H, carries 0.108; number 25, H, carries 0.126; number 26, H, carries 0.105; number 27, H, carries 0.042; number 28, H, carries 0.037; number 29, H, carries -0.009; number 30, H, carries -0.026; number 31, H, carries -0.006; number 32, H, carries 0.041; number 33, H, carries 0.054; number 34, H, carries 0.098; number 35, H, carries 0.075; number 36, H, carries 0.098; number 37, H, carries 0.109; number 38, H, carries 0.124; number 39, H, carries 0.074; number 40, H, carries 0.090; number 41, H, carries 0.091; number 42, H, carries 0.086; number 43, H, carries 0.058; number 44, H, carries 0.031; number 45, H, carries 0.049; number 46, H, carries 0.070; number 47, H, carries 0.081; number 48, H, carries 0.083; number 49, H, carries 0.071; number 50, C, carries 0.038; number 51, N, carries -0.447; number 52, O, carries 0.060; number 53, O, carries 0.056; number 54, H, carries 0.098; number 55, H, carries 0.097; number 56, H, carries 0.097; number 57, C, carries 0.045; number 58, N, carries -0.431; number 59, O, carries 0.052; number 60, O, carries 0.077; number 61, H, carries 0.078; number 62, H, carries 0.101; number 63, H, carries 0.099; number 64, C, carries 0.057; number 65, N, carries -0.439; number 66, O, carries 0.049; number 67, O, carries 0.068; number 68, H, carries 0.096; number 69, H, carries 0.075; number 70, H, carries 0.111; number 71, C, carries 0.038; number 72, N, carries -0.447; number 73, O, carries 0.070; number 74, O, carries 0.038; number 75, H, carries 0.092; number 76, H, carries 0.098; number 77, H, carries 0.092; number 78, C, carries 0.036; number 79, N, carries -0.452; number 80, O, carries 0.049; number 81, O, carries 0.060; number 82, H, carries 0.092; number 83, H, carries 0.087; number 84, H, carries 0.098; number 85, C, carries 0.023; number 86, N, carries -0.455; number 87, O, carries 0.055; number 88, O, carries 0.062; number 89, H, carries 0.088; number 90, H, carries 0.102; number 91, H, carries 0.086